1.
This record from OMol25 describes a molecular structure, C55H53BrCsN5O4P2 in a non-equilibrium geometry. The level of theory is wB97M-V/def2-TZVPD.

The geometry in XYZ format:
```
121
Properties=species:S:1:pos:R:3
Cs -0.58980 1.78093 -2.20914
C 2.98792 -1.08655 -3.59582
C 1.74985 -1.58690 -4.28559
C 1.58500 -2.93762 -4.57655
C 0.45738 -3.39688 -5.24257
C -0.52064 -2.48473 -5.61429
C -0.39484 -1.12932 -5.32722
C -1.47069 -0.15206 -5.72451
C 0.75350 -0.66562 -4.65833
N 0.80743 0.67780 -4.28487
C 1.70575 1.51311 -4.76971
O 2.60487 1.33822 -5.61615
C 1.51282 2.92826 -4.23118
C 1.23945 3.95310 -5.12785
C 1.02364 5.22750 -4.63234
C 1.12873 5.44719 -3.26712
C 1.42535 4.37388 -2.43601
N 1.59917 3.13247 -2.90985
C 1.52674 4.64647 -0.93918
O 1.85648 5.80551 -0.60744
N 1.20112 3.61771 -0.15465
C 1.11337 3.90536 1.22147
C 1.97191 3.23771 2.10827
C 3.04490 2.33764 1.55699
C 1.84082 3.42688 3.48032
C 0.87162 4.27481 3.99232
C 0.01368 4.92089 3.11233
C 0.10632 4.73717 1.73967
C -0.88863 5.38487 0.81867
H 3.65836 -1.91312 -3.34945
H 3.51567 -0.37885 -4.23964
H 2.74356 -0.55705 -2.67014
H 2.36445 -3.63562 -4.28267
H 0.34161 -4.45179 -5.46439
H -1.40617 -2.82602 -6.14275
H -2.10315 -0.57805 -6.50669
H -2.11629 0.11403 -4.88076
H -1.03644 0.77906 -6.08792
H 1.19947 3.72841 -6.18553
H 0.78490 6.04419 -5.30377
H 1.00478 6.42155 -2.81761
H 3.75371 2.89755 0.94421
H 3.60041 1.85641 2.36711
H 2.63457 1.56660 0.89860
H 2.51220 2.89835 4.15202
H 0.77374 4.41560 5.06279
H -0.77094 5.56498 3.49798
H -1.62292 5.95511 1.39139
H -0.38817 6.05816 0.12145
H -1.42750 4.63697 0.22934
C -0.79931 -0.65828 0.77149
C -0.60917 0.84014 1.04275
P -1.15719 1.58203 2.65350
C -0.67251 0.22500 3.79685
C 0.69038 -0.10294 3.78979
C 1.21572 -1.02834 4.67583
C 0.39387 -1.63521 5.62180
C -0.95262 -1.30882 5.65091
C -1.48168 -0.39717 4.74298
C -2.98443 1.56909 2.55351
C -3.65094 1.68861 1.33336
C -5.02955 1.85319 1.28313
C -5.77051 1.89880 2.45510
C -5.11578 1.83046 3.68201
C -3.73726 1.69255 3.72879
P -2.51537 -1.21291 0.32716
C -3.13932 -1.95259 1.90272
C -2.39393 -2.68682 2.82410
C -2.99386 -3.25013 3.94246
C -4.34877 -3.06097 4.18011
C -5.10022 -2.30316 3.29172
C -4.49794 -1.75951 2.16352
C -2.04186 -2.72575 -0.62190
C -1.20807 -3.74260 -0.15530
C -0.84237 -4.79988 -0.97543
C -1.29783 -4.85340 -2.28727
C -2.12004 -3.84716 -2.76971
C -2.48928 -2.79129 -1.94240
H -0.41792 -1.22608 1.62245
H -0.18023 -0.92940 -0.08313
H -1.05631 1.44352 0.25366
H 0.46037 1.07275 0.99125
H 1.35103 0.38591 3.07867
H 2.27090 -1.27181 4.63332
H 0.80205 -2.35164 6.32451
H -1.61119 -1.78501 6.36839
H -2.54830 -0.21077 4.75139
H -3.12675 1.68823 0.38382
H -5.49373 1.95228 0.30857
H -6.84719 2.01698 2.41768
H -5.67768 1.91035 4.60536
H -3.23731 1.70858 4.69096
H -1.32449 -2.80791 2.69681
H -2.39070 -3.81463 4.64401
H -4.81218 -3.48752 5.06250
H -6.15272 -2.12636 3.47822
H -5.08242 -1.16009 1.47273
H -0.82053 -3.70753 0.85474
H -0.18342 -5.57292 -0.59664
H -0.99084 -5.66436 -2.93679
H -2.44999 -3.86315 -3.79979
H -3.11196 -1.98947 -2.32673
O 3.82832 1.68708 -1.54253
H 3.16586 2.30814 -1.20198
H 3.54871 1.59252 -2.46022
Br -3.72345 2.04651 -2.36523
N 6.32719 -4.42617 0.87149
C 5.26391 -4.60419 0.03587
O 5.16804 -5.58913 -0.66853
C 4.20361 -3.52959 0.05154
C 3.13903 -3.65460 -0.82174
C 2.16091 -2.66969 -0.82683
N 2.18527 -1.61392 -0.01513
C 3.21328 -1.49700 0.81933
C 4.24282 -2.42290 0.88738
H 7.08446 -5.07965 0.77424
H 6.51037 -3.54423 1.31105
H 3.09003 -4.50051 -1.49366
H 1.32541 -2.73335 -1.51647
H 3.22592 -0.61776 1.45460
H 5.04261 -2.24871 1.59604
```

E_LUMO in eV: 3.43
Highest occupied orbital energy in eV: -3.0
Relative energy (zero: lowest compared OMol25 entry of this formula, charge and spin) in eV: 0.000
Net charge: -2

=====

2.
This record from OMol25 describes a molecular structure, C55H53IrO2P2SSeSi in a non-equilibrium geometry. The level of theory is wB97M-V/def2-TZVPD.

The geometry in XYZ format:
```
116
Properties=species:S:1:pos:R:3
Ir -0.17331 0.60072 0.60685
O 0.51882 0.52496 -1.72149
S 0.25078 -0.95084 -1.53655
C 1.70536 -1.77348 -2.16601
C 1.56799 -2.81371 -3.06897
C 2.65791 -3.48554 -3.62795
C 3.91408 -3.12748 -3.20988
C 5.25884 -3.67131 -3.58160
C 6.26086 -2.89130 -2.70138
C 5.41585 -1.93982 -1.91092
C 5.75083 -1.00021 -0.97296
C 4.71678 -0.28926 -0.36093
C 3.36339 -0.45542 -0.64290
P 2.30280 0.58514 0.44206
C 2.58900 2.33110 -0.01519
C 1.54427 3.07326 -0.56810
C 1.72060 4.40517 -0.90755
C 2.95143 5.00984 -0.70760
C 3.98856 4.28839 -0.13018
C 3.81075 2.96244 0.22602
C 3.04469 0.41765 2.09631
C 3.60934 -0.78045 2.53707
C 4.14230 -0.87533 3.81223
C 4.09908 0.21765 4.66887
C 3.50851 1.40192 4.25065
C 2.97355 1.50321 2.97502
C 2.98491 -1.39782 -1.64955
C 4.05611 -2.11419 -2.23651
C -1.04640 -1.36968 -2.68290
C -0.79878 -1.25602 -4.03844
C -1.67837 -1.76149 -5.00301
C -2.80719 -2.41922 -4.57228
C -3.88513 -3.14772 -5.31808
C -4.88707 -3.61026 -4.23093
C -4.31910 -3.09988 -2.93966
C -4.78502 -3.13723 -1.64987
C -4.04264 -2.48753 -0.65349
C -2.81820 -1.87439 -0.88273
P -2.20184 -0.78427 0.44503
C -3.29043 0.66727 0.17098
C -4.61283 0.71748 0.60876
C -5.38433 1.83588 0.33925
C -4.84919 2.91306 -0.35857
C -3.53645 2.87033 -0.80073
C -2.76342 1.74766 -0.54367
C -2.75183 -1.52139 2.00443
C -2.69525 -2.90063 2.20626
C -3.09241 -3.44312 3.41769
C -3.55794 -2.61651 4.43080
C -3.61491 -1.24317 4.23500
C -3.18940 -0.69000 3.03733
C -2.27619 -1.88732 -2.19605
C -3.09587 -2.45122 -3.19243
H 0.58071 -3.11639 -3.38230
H 2.49190 -4.25117 -4.37342
H 5.45514 -3.53021 -4.64604
H 5.30698 -4.74721 -3.40696
H 7.00476 -2.36020 -3.29690
H 6.82291 -3.55012 -2.03716
H 6.77703 -0.81497 -0.68482
H 5.00171 0.42098 0.39985
H 0.58056 2.60944 -0.76637
H 0.89968 4.96967 -1.32905
H 3.10306 6.04171 -0.99366
H 4.94315 4.76295 0.05456
H 4.62411 2.43952 0.70873
H 3.66007 -1.63571 1.87441
H 4.60583 -1.79813 4.13464
H 4.52230 0.14603 5.66205
H 3.49491 2.26270 4.90703
H 2.53278 2.43680 2.64700
H 0.12516 -0.79184 -4.36304
H -1.44004 -1.65607 -6.05276
H -3.46806 -3.98873 -5.87498
H -4.36028 -2.50483 -6.06067
H -4.99636 -4.69581 -4.20729
H -5.88855 -3.21333 -4.40343
H -5.72443 -3.61050 -1.39681
H -4.46975 -2.45107 0.33924
H -5.04366 -0.10788 1.15989
H -6.41186 1.86529 0.67711
H -5.46129 3.78161 -0.56053
H -3.12341 3.70364 -1.35332
H -1.75259 1.69899 -0.95512
H -2.36351 -3.54792 1.40697
H -3.05592 -4.51431 3.56558
H -3.87934 -3.04205 5.37236
H -4.01805 -0.60624 5.01251
H -3.23410 0.38234 2.88715
C 0.31990 -5.19610 0.78062
C 1.39110 -4.34969 1.47572
C 0.76032 -2.95712 1.48849
O -0.22462 -2.92798 0.44241
C -0.24458 -4.20585 -0.22296
H -0.44657 -5.50378 1.49378
H 0.72312 -6.08337 0.29790
H 2.31140 -4.35242 0.88861
H 1.61657 -4.69960 2.48044
H 1.49055 -2.16263 1.29788
H 0.25775 -2.74690 2.43750
H 0.39686 -4.15839 -1.10760
H -1.26769 -4.41906 -0.53610
C -2.37205 2.26037 5.52962
Si -0.61679 1.64507 5.60069
C -0.37348 -0.15709 5.99583
C 0.73452 2.85463 6.00910
Se -0.32731 1.28822 2.86349
H -2.67085 2.64143 6.51065
H -3.05371 1.45540 5.25599
H -2.49293 3.07870 4.81819
H -0.44330 -0.30508 7.07827
H 0.60958 -0.50261 5.67245
H -1.13865 -0.77172 5.52324
H 0.45469 3.39512 6.91870
H 0.87749 3.60172 5.22716
H 1.68188 2.34922 6.19423
```

E_LUMO (alpha / beta) in eV: -8.17 / -11.25
Highest occupied orbital energy (alpha / beta) in eV: -13.8 / -14.7
Relative energy (zero: lowest compared OMol25 entry of this formula, charge and spin) in eV: 0.000
Net charge: +3
2S+1: 6

=====

3.
This record from OMol25 describes a molecular structure, C55H54FN10O3RbS3 in a non-equilibrium geometry. The level of theory is wB97M-V/def2-TZVPD.

The geometry in XYZ format:
```
127
Properties=species:S:1:pos:R:3
Rb -0.17050 -0.43100 0.10810
C -4.16700 -1.20660 -0.07830
C -3.46360 0.01690 -0.59670
N -2.70490 -0.15220 -1.61500
N -2.12570 0.97720 -2.15470
C -1.57800 0.92290 -3.31230
S -1.32350 -0.29410 -4.45760
S -0.99000 2.51010 -3.91350
C -1.88010 3.70520 -2.84160
C -3.18740 4.03210 -3.47290
C -3.34070 5.14090 -4.29940
C -4.54980 5.39390 -4.92400
C -5.61990 4.53410 -4.74720
C -5.47610 3.42650 -3.92710
C -4.27230 3.17740 -3.29660
C -3.78110 1.28410 0.11050
C -5.07270 1.78190 0.05210
C -5.44070 2.95390 0.69390
C -4.48440 3.64910 1.41570
C -3.19930 3.16980 1.50290
C -2.79110 1.95890 0.88920
O -1.61620 1.47370 1.06620
H -4.22740 -1.96170 -0.85950
H -5.17080 -0.94440 0.25570
H -3.61350 -1.61460 0.77130
H -1.23010 4.57270 -2.74480
H -2.00260 3.19060 -1.88890
H -2.50490 5.81030 -4.45780
H -4.65750 6.26390 -5.56080
H -6.55950 4.72500 -5.25100
H -6.30730 2.75000 -3.78370
H -4.15680 2.31210 -2.66260
H -5.81430 1.25000 -0.53660
H -6.45370 3.32700 0.61890
H -4.75470 4.56940 1.92370
H -2.46100 3.72220 2.06760
N 0.10150 2.95740 2.32040
C 1.37400 2.70890 2.07150
N 2.31560 3.19320 2.91290
C 3.55970 2.93820 2.55360
N 4.54910 3.37560 3.40080
N 3.95680 2.29440 1.45780
C 2.94520 1.87450 0.68040
N 1.66860 2.04380 0.94570
C 3.28400 1.23360 -0.59320
C 4.59900 0.87370 -0.90270
C 4.85650 0.29750 -2.12980
C 3.80670 0.11360 -3.02130
C 2.53680 0.51780 -2.62660
N 2.28150 1.05190 -1.45350
H -0.11640 3.35480 3.21780
H -0.63730 2.40750 1.76000
H 4.26000 4.10870 4.02710
H 5.45220 3.48110 2.96890
H 5.37920 1.05040 -0.17920
H 5.86310 0.00040 -2.39830
H 3.97240 -0.33040 -3.99090
H 1.69080 0.42970 -3.29700
N -1.15530 -1.80370 3.02530
C -1.98450 -2.71700 2.81810
C -2.98680 -3.42590 3.47020
C -2.72720 -4.72190 3.99490
C -3.74560 -5.52050 4.45220
C -5.07120 -5.10350 4.38640
C -5.35100 -3.85390 3.84010
C -4.34890 -3.03370 3.39230
H -1.69970 -5.06730 4.05560
H -3.50940 -6.49280 4.87470
H -5.87240 -5.73140 4.75220
H -6.37580 -3.50970 3.77630
H -4.57560 -2.05650 2.98930
O 0.18450 -2.56570 -1.22140
S 0.07110 -2.14790 -2.61490
C 1.51820 -3.00270 -3.50080
C 1.69350 -4.43470 -3.18720
C 1.56230 -5.42410 -4.15880
C 1.71520 -6.75910 -3.83450
C 1.96680 -7.13120 -2.52540
C 2.11500 -6.15560 -1.55350
C 2.00750 -4.81860 -1.88360
C -1.32630 -3.18040 -3.30590
C -1.54480 -4.39000 -2.49210
C -1.94340 -4.25050 -1.16490
C -2.05550 -5.35850 -0.34580
C -1.79390 -6.62300 -0.84430
C -1.44820 -6.77550 -2.17660
C -1.32670 -5.66770 -2.99440
H 2.35650 -2.41510 -3.12840
H 1.36280 -2.79990 -4.55740
H 1.35370 -5.14130 -5.18170
H 1.63040 -7.51520 -4.60380
H 2.06190 -8.17680 -2.26800
H 2.32380 -6.43830 -0.53090
H 2.16190 -4.05590 -1.13830
H -1.09550 -3.37300 -4.34940
H -2.15640 -2.47730 -3.23410
H -2.14960 -3.26630 -0.77620
H -2.35080 -5.23400 0.68430
H -1.86730 -7.48990 -0.20120
H -1.26890 -7.76290 -2.58200
H -1.05230 -5.79280 -4.03310
C 2.18210 -4.27770 3.79290
N 2.41320 -3.20910 2.85590
C 3.37640 -2.20350 3.23280
C 1.79440 -3.11840 1.64790
C 0.72140 -4.13870 1.38610
O 2.12520 -2.25510 0.85370
H 2.59110 -3.99280 4.76210
H 2.66940 -5.20800 3.47010
H 1.11660 -4.46850 3.91010
H 4.39620 -2.60220 3.20870
H 3.15650 -1.83720 4.23650
H 3.29690 -1.38110 2.52490
H 1.04730 -5.14870 1.61920
H 0.41400 -4.06500 0.34980
H -0.14410 -3.88660 1.99820
F 1.73720 0.44990 7.09620
C 0.93830 -0.10330 6.12190
C 0.37950 0.71710 5.15110
C -0.40500 0.15550 4.17110
C -0.63410 -1.23160 4.14290
C -0.07860 -2.02480 5.16470
C 0.71650 -1.46740 6.14210
H 0.59090 1.77650 5.16800
H -0.85350 0.75310 3.39300
H -0.27090 -3.08710 5.16640
H 1.16310 -2.08040 6.91450
```

E_LUMO in eV: 3.52
Highest occupied orbital energy in eV: -0.8
Relative energy (zero: lowest compared OMol25 entry of this formula, charge and spin) in eV: 1.081
Net charge: -2

=====

4.
This record from OMol25 describes a molecular structure, C55H55CoN5P2S2 in a non-equilibrium geometry. The level of theory is wB97M-V/def2-TZVPD.

The geometry in XYZ format:
```
120
Properties=species:S:1:pos:R:3
Co 1.26426 -0.26559 0.34664
S -2.39518 1.07623 -0.51465
C -3.03694 2.65339 -0.82400
N -3.84594 3.10452 -1.70676
C -3.91449 4.58055 -1.81031
C -3.70389 5.23326 -0.46417
N -2.44840 4.74750 0.18581
C -1.69515 5.65812 1.12687
C -2.36546 5.80405 2.47594
C -3.28824 6.83035 2.67111
C -3.94302 6.96161 3.89132
C -3.68214 6.06400 4.91986
C -2.75779 5.03840 4.73322
C -2.10012 4.91174 3.51570
C -2.27544 3.47641 0.07831
S -1.25094 2.29835 0.84760
C -4.58112 2.23636 -2.68783
C -5.97371 1.90118 -2.20849
C -7.07067 2.51220 -2.81006
C -8.35845 2.24003 -2.35624
C -8.54922 1.36412 -1.29753
C -7.45536 0.73281 -0.70679
C -6.17163 0.99836 -1.16206
H -4.88873 4.86777 -2.19442
H -3.15720 4.90327 -2.52489
H -4.53664 5.01817 0.20204
H -3.63904 6.30496 -0.59970
H -1.63907 6.62254 0.63108
H -0.68636 5.26092 1.22711
H -3.48923 7.54834 1.87273
H -4.65325 7.77291 4.03981
H -4.19012 6.17043 5.87511
H -2.54236 4.34625 5.54271
H -1.35634 4.12908 3.39084
H -3.98230 1.33889 -2.84930
H -4.63377 2.78802 -3.62294
H -6.92654 3.19092 -3.65287
H -9.21051 2.71591 -2.83155
H -9.55321 1.15878 -0.93758
H -7.60844 0.02955 0.10574
H -5.32627 0.48134 -0.70923
C 3.19476 -2.80608 -0.82564
N 2.15188 -3.77765 -1.01955
C 0.76564 -3.39426 -0.93873
P 0.42110 -1.61790 -1.27084
C 1.22117 -1.26680 -2.84328
C 1.26136 -2.21239 -3.86741
C 1.82933 -1.87947 -5.09148
C 2.34935 -0.60328 -5.30190
C 2.31576 0.34516 -4.28677
C 1.75754 0.00910 -3.05672
C -1.36834 -1.74789 -1.56820
C -1.94280 -1.41681 -2.79520
C -3.32446 -1.51237 -2.95825
C -4.13408 -1.93773 -1.90461
C -3.56539 -2.26182 -0.67620
C -2.18789 -2.15263 -0.50221
C 2.49314 -5.15752 -1.29843
C 1.62711 -6.17554 -0.95145
C 1.92173 -7.50104 -1.29129
C 3.08555 -7.81535 -1.96340
C 3.96672 -6.79891 -2.27581
C 3.67375 -5.47404 -1.94752
P 2.90819 -1.73270 0.63639
C 2.38338 -2.88411 1.92053
C 3.13180 -4.01853 2.23052
C 2.67281 -4.91607 3.18664
C 1.46341 -4.69471 3.83524
C 0.69326 -3.58238 3.51933
C 1.15395 -2.68515 2.56277
C 4.52571 -1.05040 0.97185
C 5.36266 -1.52469 1.97845
C 6.62812 -0.97106 2.13417
C 7.04508 0.06964 1.31255
C 6.19559 0.57465 0.33286
C 4.93541 0.01492 0.16068
H 3.33297 -2.12896 -1.67754
H 4.13600 -3.30512 -0.64611
H 0.32233 -3.57285 0.05293
H 0.17278 -3.97330 -1.64105
H 0.85362 -3.21125 -3.71535
H 1.86405 -2.61809 -5.88927
H 2.78669 -0.35085 -6.26431
H 2.72128 1.33805 -4.45576
H 1.74025 0.73960 -2.25605
H -1.32261 -1.09125 -3.62466
H -3.77153 -1.26790 -3.92010
H -5.20919 -2.02101 -2.04658
H -4.19251 -2.60310 0.14483
H -1.75181 -2.38553 0.47040
H 0.72545 -5.95874 -0.37730
H 1.22959 -8.29068 -1.01212
H 3.30311 -8.84235 -2.24541
H 4.88897 -7.02610 -2.80387
H 4.36306 -4.68604 -2.25041
H 4.06804 -4.21950 1.71581
H 3.26205 -5.80095 3.42268
H 1.11459 -5.40012 4.58380
H -0.25834 -3.42233 4.01272
H 0.53693 -1.84260 2.29207
H 5.03892 -2.31720 2.64069
H 7.29453 -1.35941 2.89933
H 8.03797 0.49069 1.43623
H 6.51897 1.40002 -0.29180
H 4.27077 0.39902 -0.61063
C 4.28261 0.65310 4.55355
C 3.52326 1.06755 3.33527
C 3.76188 2.08084 2.41369
C 2.78194 1.95642 1.44097
N 1.94416 0.92566 1.73344
N 2.45335 0.40637 2.90127
C 2.57560 2.80035 0.21824
H 4.55015 1.52402 5.15295
H 5.20867 0.16149 4.24934
H 3.71163 -0.03988 5.17907
H 4.56564 2.81437 2.44818
H 1.99264 -0.36104 3.35730
H 3.51966 2.95019 -0.30854
H 2.19918 3.78927 0.49808
H 1.85884 2.34890 -0.47129
```

E_LUMO in eV: -10.53
Highest occupied orbital energy in eV: -13.1
Net charge: +3

=====

| no. | molar mass (g mol⁻¹) |
| --- | --- |
| 1 | 1122.82 |
| 2 | 1139.30 |
| 3 | 1103.77 |
| 4 | 971.09 |